ORCA calculation (wB97M-V/def2-TZVPD) on the molecule C37H41N3O7.

Each line ends with the Mulliken charge.
CARTESIAN COORDINATES (ANGSTROEM)
C (0.281, -0.742, -6.089)  -1.237
C (0.691, -0.474, -4.666)  -0.164
O (-0.418, -0.896, -3.816)  -0.235
C (-0.435, -0.284, -2.618)  -1.094
O (0.337, 0.617, -2.323)  -0.569
C (-1.560, -0.722, -1.689)  3.724
C (-2.728, -1.134, -2.641)  -0.705
O (-3.307, -2.225, -2.671)  -0.647
O (-3.121, -0.055, -3.350)  -0.176
C (-4.293, -0.271, -4.284)  -0.353
C (-3.955, 0.390, -5.597)  -1.106
C (-1.118, -1.981, -0.974)  -0.270
C (-2.012, -2.612, -0.087)  -0.174
C (-1.686, -3.799, 0.547)  -0.972
C (-0.364, -4.287, 0.417)  -0.382
N (0.162, -5.210, 1.368)  1.018
O (1.395, -5.451, 1.342)  -0.586
O (-0.623, -5.722, 2.197)  -0.618
C (0.536, -3.713, -0.492)  -0.254
C (0.139, -2.564, -1.184)  0.049
C (-1.726, 0.266, -0.202)  0.644
C (-0.584, 0.796, 0.463)  -0.619
C (0.714, 0.397, 0.252)  -0.942
N (1.751, 1.247, 0.423)  0.536
C (3.033, 0.970, -0.195)  0.628
C (3.461, -0.495, -0.022)  -1.560
C (3.369, -0.880, 1.426)  -0.004
C (4.412, -0.525, 2.287)  -0.188
C (4.350, -0.836, 3.643)  -0.785
C (3.248, -1.529, 4.157)  -0.575
C (2.220, -1.918, 3.292)  -0.953
C (2.292, -1.613, 1.933)  1.003
C (3.961, 1.936, 0.515)  -0.149
O (5.176, 2.037, 0.333)  -0.729
N (3.209, 2.642, 1.413)  0.364
C (3.820, 3.571, 2.327)  -1.023
C (1.818, 2.260, 1.496)  0.500
C (1.463, 1.699, 2.902)  -0.517
C (0.964, 2.900, 3.699)  -0.861
C (0.559, 3.998, 2.691)  -0.708
C (0.914, 3.511, 1.283)  -1.178
C (-2.984, 0.329, 0.597)  0.175
C (-4.179, 0.003, -0.047)  0.126
C (-5.418, 0.074, 0.577)  -1.058
C (-5.539, 0.580, 1.872)  -0.486
C (-4.371, 0.968, 2.540)  -0.876
C (-3.105, 0.787, 1.946)  -0.515
H (1.158, -0.591, -6.735)  0.419
H (-0.099, -1.758, -6.256)  0.312
H (-0.545, -0.078, -6.384)  0.250
H (1.576, -1.068, -4.402)  0.241
H (0.935, 0.585, -4.515)  0.376
H (-4.401, -1.360, -4.392)  0.386
H (-5.189, 0.156, -3.796)  0.308
H (-4.870, 0.473, -6.196)  0.407
H (-3.509, 1.384, -5.461)  0.284
H (-3.264, -0.251, -6.162)  0.249
H (-2.995, -2.168, 0.061)  0.439
H (-2.371, -4.300, 1.234)  0.506
H (1.560, -4.081, -0.617)  0.368
H (0.816, -2.163, -1.948)  0.063
H (-1.869, 0.694, -1.330)  0.164
H (-0.763, 1.627, 1.160)  0.382
H (0.958, -0.591, -0.148)  0.018
H (2.989, 1.247, -1.266)  0.479
H (2.876, -1.153, -0.677)  0.286
H (4.499, -0.561, -0.371)  0.752
H (5.273, 0.010, 1.878)  0.421
H (5.173, -0.540, 4.296)  0.406
H (3.204, -1.783, 5.220)  0.387
H (1.360, -2.479, 3.666)  0.450
H (1.495, -1.951, 1.269)  0.286
H (4.778, 3.869, 1.885)  0.433
H (3.164, 4.442, 2.445)  0.299
H (3.989, 3.109, 3.316)  0.228
H (0.698, 0.921, 2.799)  0.302
H (2.352, 1.210, 3.319)  0.075
H (0.112, 2.613, 4.327)  0.435
H (1.763, 3.262, 4.361)  0.338
H (-0.520, 4.192, 2.765)  0.397
H (1.084, 4.936, 2.912)  0.426
H (1.475, 4.243, 0.686)  0.486
H (0.029, 3.239, 0.701)  0.164
H (-4.153, -0.305, -1.084)  0.591
H (-6.298, -0.255, 0.035)  0.438
H (-6.523, 0.705, 2.344)  0.369
H (-4.474, 1.422, 3.535)  0.392
H (-2.223, 1.059, 2.535)  0.492

Properties
SMILES string ... CCOC(=O)C(C(=O)OCC)(c1ccc([N+](=O)[O-])cc1)[C@H](/C=C/N1[C@H](Cc2ccccc2)C(=O)N(C)C12CCCC2)c1ccccc1
Molecular weight ... 639.749 g mol⁻¹
2S+1 ... 1
Orbital gap ... 6.2 eV
Charge ... 0
Relative energy (zero: lowest compared OMol25 entry of this formula, charge and spin) ... 3.290 eV
Lowest unoccupied orbital energy ... -0.729 eV
HOMO energy ... -6.957 eV